Entry 1:
The following is a DFT calculation (wB97M-V/def2-TZVPD) of a structure of composition C22H17ILiN3O4S3.

Structure (XYZ):
```
51
Properties=species:S:1:pos:R:3:mulliken_charge:R:1
I -8.047 0.083 -0.727 -0.012
S 4.734 -1.861 0.501 -0.150
S 0.858 2.535 -0.294 -0.583
S 2.418 -3.406 2.301 1.164
O -1.194 -0.314 0.882 -0.560
O -1.043 -0.478 -1.330 -0.915
O 1.406 -4.393 2.597 -0.774
O 3.793 -3.784 2.599 -0.705
N 2.503 -0.788 -0.196 -0.369
N 1.479 1.935 4.737 -0.695
N 2.192 -2.884 0.828 -0.588
C -0.806 2.885 1.886 -0.413
C -5.957 -0.066 -0.574 0.119
C -5.367 -0.042 0.679 -0.567
C 0.360 3.283 1.199 0.273
C -1.692 -0.365 -0.267 0.875
C 3.109 -1.294 3.942 -0.385
C 1.080 4.352 1.767 -0.395
C 2.966 -1.872 0.394 0.436
C 3.511 0.062 -0.585 -0.495
C 2.098 -1.936 3.249 -0.096
C -3.985 -0.142 0.768 -0.171
C -5.202 -0.185 -1.730 -0.494
C -0.516 4.607 3.563 -0.457
C -3.822 -0.284 -1.619 -0.292
C 1.687 0.635 4.253 0.887
C 2.900 -0.020 4.455 -0.415
C -1.234 3.537 3.031 -0.491
C 0.664 -0.032 3.574 -0.485
C 0.872 -1.300 3.070 -0.663
C -3.207 -0.264 -0.375 -0.168
C 4.770 -0.343 -0.318 -0.393
C 0.652 4.998 2.916 -0.427
Li 0.561 -0.074 -0.166 0.723
H -3.483 -0.127 1.727 0.400
H -5.973 0.055 1.571 0.342
H -1.361 2.040 1.497 0.341
H 4.069 -1.785 4.040 0.426
H -0.271 0.475 3.370 0.191
H 1.991 4.667 1.272 0.338
H 3.234 1.009 -1.027 0.348
H 0.098 -1.770 2.477 0.456
H 1.239 5.821 3.313 0.295
H 0.769 2.439 4.215 0.262
H -3.191 -0.374 -2.493 0.428
H -0.852 5.111 4.461 0.306
H 3.700 0.492 4.980 0.292
H 2.327 2.482 4.750 0.261
H -5.681 -0.198 -2.700 0.347
H -2.140 3.199 3.524 0.276
H 5.687 0.195 -0.498 0.369
```

Its spin multiplicity is 1. The molar mass is 617.441 g mol⁻¹. The value obtained for the HOMO energy is -1.623 eV. The calculated total energy is -2813.7879 Ha. The net charge is -2.



Entry 2:
The following is a DFT calculation (wB97M-V/def2-TZVPD) of a structure of composition C32H20BaF5N5S3Sb.

Structure (XYZ):
```
67
Properties=species:S:1:pos:R:3:mulliken_charge:R:1
Ba -1.201 -0.287 0.842 0.625
Sb 1.464 2.406 1.952 1.022
S -0.364 -3.186 1.308 -0.254
S -0.510 4.673 2.841 -0.350
S -2.594 -2.133 -1.079 -0.300
F -2.163 2.152 2.382 -0.282
F -3.837 6.290 -0.685 -0.352
F -1.798 6.668 0.980 -0.429
F -4.166 1.800 0.721 -0.422
F -5.068 3.864 -0.862 -0.377
N 1.526 -0.128 0.102 -0.147
N -2.657 -7.524 -3.906 -0.576
N -0.619 2.130 -0.404 0.812
N -0.305 0.293 3.464 0.455
N 0.032 -8.793 -1.052 -0.573
C -2.568 3.239 1.680 -0.209
C 0.030 4.573 -1.511 -0.661
C 2.049 -1.243 -0.433 0.623
C -0.916 -6.388 -1.049 0.546
C -2.307 -4.658 -1.966 -0.866
C -0.692 0.298 5.814 -0.683
C -3.435 5.283 0.103 0.345
C 0.373 1.438 3.575 -0.034
C 2.123 0.457 1.151 0.369
C -1.217 2.536 -1.535 0.504
C 0.647 4.141 -0.353 -0.712
C -2.379 5.462 0.975 0.125
C 3.804 -1.248 1.189 -0.591
C 0.297 2.903 0.181 -0.300
C -0.513 -5.497 -0.067 -0.874
C 1.341 -1.813 -1.625 -1.005
C -4.069 4.055 0.009 0.647
C -1.908 -3.744 -0.983 0.023
C -0.389 -7.722 -1.057 -0.089
C 0.561 2.057 4.807 -0.779
C -3.622 3.030 0.815 0.145
C -1.835 -5.960 -2.020 0.638
C -1.682 -1.498 4.350 -1.151
C -2.233 1.604 -2.134 -1.106
C 3.196 -1.826 0.089 -0.658
C -0.856 -0.263 4.555 0.496
C -2.288 -6.836 -3.061 -0.086
C -0.916 3.758 -2.115 -0.848
C 3.271 -0.085 1.720 -0.904
C -0.981 -4.179 0.004 0.379
C -1.887 4.448 1.811 0.590
C 0.031 1.472 5.941 -0.636
H 1.098 2.995 4.862 0.417
H 1.364 4.768 0.161 0.397
H -2.552 1.952 -3.115 0.443
H -1.422 4.061 -3.022 0.464
H -3.015 -4.324 -2.713 0.475
H 0.195 -5.826 0.682 0.444
H 4.687 -1.700 1.623 0.398
H -1.830 0.594 -2.248 0.210
H -2.647 -1.234 3.904 0.229
H 3.585 -2.733 -0.353 0.383
H 3.739 0.400 2.569 0.397
H -1.888 -1.994 5.297 0.429
H -1.194 -2.205 3.678 0.101
H 1.374 -1.099 -2.451 0.287
H 0.168 1.930 6.912 0.400
H -1.137 -0.183 6.674 0.392
H 1.793 -2.749 -1.946 0.364
H 0.290 -2.008 -1.396 0.108
H -3.124 1.532 -1.506 0.186
H 0.273 5.539 -1.936 0.385
```

Its spin multiplicity is 1. The molar mass is 924.826 g mol⁻¹. The value obtained for the HOMO energy is -4.545 eV. The energy above the lowest of the compared OMol25 structures with the same formula, charge and spin is 7.2 kcal/mol. The calculated total energy is -3465.0126 Ha. The net charge is -1.



Entry 3:
The following is a DFT calculation (wB97M-V/def2-TZVPD) of the ion CH2NO2 with charge -1 at a distorted geometry.

Structure (XYZ):
```
6
Properties=species:S:1:pos:R:3:mulliken_charge:R:1
O 2.399 1.106 -0.090 -0.797
O 2.036 -1.468 0.125 -0.635
N 0.288 -0.057 -0.273 -0.499
C 1.704 -0.300 -0.093 0.508
H -0.253 -0.927 -0.260 0.230
H -0.182 0.506 0.396 0.193
```

Its spin multiplicity is 1. The molar mass is 60.032 g mol⁻¹. The value obtained for the HOMO energy is -3.289 eV. The energy above the lowest of the compared OMol25 structures with the same formula, charge and spin is 45.1 kcal/mol. The calculated total energy is -244.5454 Ha. The net charge is -1.



Entry 4:
The following is a DFT calculation (wB97M-V/def2-TZVPD) of a structure of composition C23H30GaNS6Si2.

Structure (XYZ):
```
63
Properties=species:S:1:pos:R:3:mulliken_charge:R:1
Ga -0.571 -0.744 -0.052 -0.064
S 0.443 -2.673 -1.579 -0.015
S -4.967 -4.617 -2.456 -0.223
S -1.542 -2.263 1.662 -0.242
S -2.807 -3.479 -0.779 0.014
S -4.863 -2.088 2.786 -0.050
S -5.495 -3.444 0.238 -0.122
Si -2.341 0.925 -0.300 0.303
Si 1.238 1.778 -0.424 0.344
N 1.194 0.032 -0.391 0.883
C 5.608 0.993 0.121 -1.242
C 0.387 -4.295 -0.754 -0.887
C -4.253 -2.779 1.289 0.062
C 1.998 2.386 1.217 -1.279
C -2.163 5.013 -0.728 -0.790
C 2.024 -2.203 -0.830 -2.218
C 4.544 -1.549 0.097 -0.778
C -4.471 -3.881 -1.087 -0.023
C 0.107 4.276 -0.523 -0.553
C -3.248 1.080 1.352 -0.774
C -3.392 0.263 -1.738 -0.945
C 4.305 0.777 -0.299 0.165
C 6.402 -0.071 0.514 -0.480
C -2.988 -2.760 0.815 0.040
C -2.572 3.693 -0.701 -0.696
C -1.649 2.647 -0.586 0.677
C 2.063 2.355 -2.052 -1.416
C -0.283 2.931 -0.512 0.423
C -0.810 5.307 -0.620 -0.831
C 3.732 -0.493 -0.325 0.885
C -4.135 -3.177 4.045 -0.740
C 5.857 -1.342 0.497 -0.830
C 2.330 -0.723 -0.933 0.642
H 2.779 -2.789 -1.349 0.954
H 2.661 3.245 1.080 0.340
H 1.161 4.521 -0.444 0.208
H 1.962 -2.491 0.222 0.679
H 6.459 -2.194 0.787 0.387
H -0.244 -4.950 -1.344 0.396
H -4.605 -4.156 4.003 0.266
H 2.431 -0.494 -2.004 -0.039
H -0.470 6.334 -0.603 0.422
H 3.740 1.633 -0.623 0.293
H -2.790 0.265 -2.648 0.334
H 7.429 0.086 0.816 0.391
H -2.578 1.521 2.092 0.327
H -3.688 -0.768 -1.530 0.170
H -3.573 0.115 1.729 -0.047
H 6.008 1.999 0.118 0.406
H -2.889 5.812 -0.816 0.392
H -4.297 0.847 -1.915 0.370
H 1.401 -4.686 -0.725 0.428
H 2.609 1.567 -2.572 0.530
H -3.631 3.464 -0.768 0.365
H 2.566 1.610 1.731 0.452
H 4.194 -2.570 0.121 0.401
H -4.353 -2.699 4.998 0.343
H -0.014 -4.185 0.252 0.219
H 1.194 2.711 1.880 0.411
H 2.760 3.180 -1.885 0.338
H -4.129 1.719 1.263 0.386
H -3.061 -3.242 3.896 0.215
H 1.289 2.720 -2.727 0.421
```

Its spin multiplicity is 1. The molar mass is 638.797 g mol⁻¹. The value obtained for the HOMO energy is -7.714 eV. The energy above the lowest of the compared OMol25 structures with the same formula, charge and spin is 0.0 kcal/mol. The calculated total energy is -5842.1630 Ha.